Record 1
{
  "formula": "C4H10NO3",
  "method": "ωB97M-V/def2-TZVPD",
  "elements": ["H", "H", "N", "H", "H", "H", "H", "H", "C", "O", "O", "C", "C", "C", "H", "H", "H", "O"],
  "positions_angstrom": [[0.666, 1.242, 1.852], [0.026, -1.056, -0.881], [0.728, 0.521, 1.158], [-0.518, 2.635, -0.165], [-1.236, 1.657, -1.372], [0.795, -0.360, 1.659], [-1.668, -0.632, -0.998], [-1.379, 0.802, 1.060], [-0.539, 0.534, 0.404], [1.503, 2.594, -1.651], [0.943, -3.053, 1.080], [-0.417, 1.659, -0.638], [0.895, 1.579, -1.400], [-0.868, -0.819, -0.241], [1.053, -3.570, 0.272], [0.083, -2.488, 0.934], [1.172, 0.554, -1.687], [-1.241, -1.801, 0.615]],
  "mulliken_charge": [0.201, 0.155, -0.658, 0.282, 0.359, 0.234, 0.266, 0.221, 0.534, -0.554, -0.765, -0.732, 0.144, -0.829, 0.235, 0.414, 0.332, -0.840],
  "multiplicity": 1,
  "e_above_lowest_ev": 2.395,
  "homo_energy_ev": -3.688,
  "gap_ev": 7.52,
  "energy_ev": -11943.0023,
  "fmax_ev_per_a": 1.844,
  "total_charge": -1
}

Record 2
{
  "formula": "C5H12O3Pr",
  "method": "ωB97M-V/def2-TZVPD",
  "elements": ["H", "O", "H", "H", "C", "H", "C", "H", "H", "H", "C", "O", "H", "O", "H", "Pr", "H", "H", "H", "C", "C"],
  "positions_angstrom": [[0.603, -2.743, 1.675], [0.176, -0.786, 1.158], [-1.880, -1.001, -0.621], [0.331, -1.594, 3.025], [2.352, 1.204, -0.516], [-2.458, 2.490, -0.445], [0.785, -1.722, 2.037], [-3.236, 0.925, -0.830], [1.487, -1.097, -0.368], [3.383, 0.891, -0.756], [-2.371, 1.571, -1.032], [2.068, 1.676, 0.607], [-2.270, 1.834, -2.092], [-1.180, 0.904, -0.604], [0.239, -2.086, -0.460], [-0.077, 1.510, 1.861], [1.868, -1.533, 2.082], [-0.877, -0.478, -2.101], [1.699, 1.462, -1.370], [0.398, -1.020, -0.231], [-1.041, -0.408, -1.018]],
  "mulliken_charge": [0.323, -0.282, 0.407, 0.289, -0.005, 0.284, -0.726, 0.343, 0.438, 0.357, -0.718, -0.496, 0.277, -0.285, 0.447, 1.598, 0.355, 0.399, 0.272, -0.738, -0.540],
  "multiplicity": 4,
  "e_above_lowest_ev": 0.000,
  "homo_energy_ev": [-14.970, -18.213],
  "gap_ev": [7.17, 10.44],
  "s2": 3.75,
  "energy_ev": -25571.7384,
  "fmax_ev_per_a": 3.659,
  "total_charge": 2
}

Record 3
{
  "formula": "C3H11NO2S",
  "method": "ωB97M-V/def2-TZVPD",
  "elements": ["C", "H", "H", "H", "H", "H", "S", "O", "N", "H", "C", "O", "H", "H", "H", "H", "C", "H"],
  "positions_angstrom": [[-0.460, 0.270, -0.524], [0.438, -1.382, -1.594], [1.292, 1.204, 0.396], [2.061, -2.721, -0.082], [-0.480, -0.521, -3.407], [-1.505, 0.608, 1.952], [-0.517, 1.529, 1.849], [1.860, -2.264, 0.744], [-1.473, -0.668, -0.065], [-1.078, -1.553, 0.217], [0.441, 0.589, 0.694], [-0.072, 0.181, -2.895], [2.595, -2.574, 1.284], [-0.971, 1.173, -0.840], [-2.229, -0.733, -0.681], [1.462, -0.024, -1.580], [0.404, -0.295, -1.671], [0.885, -0.254, 1.217]],
  "mulliken_charge": [0.245, 0.334, 0.449, 0.306, 0.352, 0.274, 0.178, -0.594, -0.552, 0.227, -0.644, -0.523, 0.293, 0.526, 0.243, 0.332, -0.743, 0.296],
  "multiplicity": 2,
  "e_above_lowest_ev": 0.093,
  "homo_energy_ev": [-13.833, -13.565],
  "gap_ev": [10.81, 5.13],
  "s2": 0.75,
  "energy_ev": -19700.7046,
  "fmax_ev_per_a": 1.929,
  "total_charge": 1
}

Record 4
{
  "formula": "C22H44Br18O2S",
  "method": "ωB97M-V/def2-TZVPD",
  "elements": ["H", "H", "H", "H", "H", "H", "H", "H", "H", "C", "H", "H", "Br", "C", "C", "Br", "H", "H", "C", "C", "Br", "Br", "O", "H", "H", "H", "H", "C", "H", "Br", "Br", "C", "H", "H", "H", "H", "H", "Br", "C", "C", "H", "H", "C", "Br", "H", "C", "Br", "Br", "C", "H", "Br", "C", "C", "Br", "C", "H", "O", "Br", "Br", "H", "Br", "H", "H", "C", "C", "H", "H", "H", "Br", "C", "C", "H", "H", "H", "H", "C", "H", "H", "H", "C", "S", "C", "Br", "H", "H", "Br", "H"],
  "positions_angstrom": [[5.594, -1.494, -0.726], [-4.983, -0.920, -3.134], [-0.425, -1.758, -0.095], [3.394, -0.746, -2.370], [-2.041, 1.446, -6.613], [-0.786, 0.401, 1.167], [-3.063, 1.585, 5.620], [-2.974, -3.052, 4.565], [-0.454, 3.767, 2.787], [3.406, 3.667, 2.296], [-1.878, 0.791, 4.665], [-1.026, 1.863, -3.641], [-0.390, -3.425, -3.151], [-2.178, 2.730, 3.847], [-4.195, -1.654, -3.094], [2.994, -3.120, -1.200], [-0.870, -6.879, -4.339], [2.690, 3.519, 3.083], [3.923, -0.122, -3.093], [-1.429, 3.522, -0.914], [-3.845, 1.523, -4.918], [3.996, -0.205, 0.640], [0.448, 4.349, 5.250], [-2.679, 3.662, 4.086], [0.278, -5.711, -2.436], [-1.162, 4.105, -0.039], [5.414, 3.336, 1.723], [5.107, -1.747, 0.217], [-4.374, -2.530, -1.107], [-4.212, 3.320, 0.079], [5.633, 3.278, 4.243], [-2.903, -3.522, 3.581], [-1.202, -4.653, 4.236], [-0.392, 1.974, 2.940], [2.468, 1.434, -2.737], [-2.789, -2.383, -1.555], [-1.717, -5.439, -4.763], [4.229, 2.555, -4.028], [-2.089, 1.859, -5.597], [-1.277, -5.978, -3.913], [-1.128, 2.483, -0.633], [-3.710, -4.265, 3.647], [-0.674, 2.890, 3.417], [0.391, -0.154, -1.740], [-3.099, 4.664, -1.586], [-2.133, 1.753, 5.069], [-1.467, -5.233, 1.802], [-4.631, -3.168, -4.062], [-2.831, 3.667, -1.324], [-1.389, 2.948, 6.766], [-0.142, 4.175, -2.346], [-1.099, 2.194, 6.010], [0.174, 0.008, 1.098], [2.576, 3.082, 0.633], [3.549, 1.284, -2.734], [-1.241, 0.320, -4.345], [1.372, 2.040, 4.867], [0.744, 1.460, -5.268], [5.854, -0.410, -3.094], [4.569, 1.892, 2.435], [-2.636, -6.290, -2.616], [-1.956, 2.935, -5.674], [-3.093, 3.008, -2.118], [-1.092, 1.338, -4.592], [-1.500, -4.072, 3.367], [-2.694, 2.238, 3.007], [-0.837, -3.222, 3.185], [5.841, -1.770, 1.011], [-3.434, -2.088, 2.377], [-0.100, -5.308, -3.371], [-3.745, -1.849, -1.683], [3.901, -3.296, 1.148], [3.517, -0.332, -4.095], [3.613, 4.734, 2.274], [3.839, 1.711, -1.788], [0.363, -1.009, -0.017], [0.703, -5.361, -4.129], [-3.395, -1.139, -3.645], [5.009, -3.911, -0.082], [4.721, 2.934, 2.472], [0.222, 2.940, 4.975], [4.370, -3.075, 0.203], [0.429, -0.701, 2.900], [0.791, 0.884, 0.988], [-0.555, 1.412, 6.523], [-3.491, -0.138, -0.845], [1.288, -1.549, 0.051]],
  "mulliken_charge": [0.022, 0.419, 0.324, -0.246, 0.427, 0.603, 0.381, 0.320, 0.531, -0.094, 0.141, -0.295, -0.063, -0.664, -0.160, -0.140, 0.380, -0.080, 0.185, -0.118, -0.190, 0.084, -0.705, 0.366, 0.401, 0.421, 0.404, -0.432, 0.427, -0.185, -0.186, -0.662, 0.375, -0.758, -0.158, 0.029, 0.341, -0.140, -0.465, -0.564, -0.031, 0.417, 0.367, 0.117, 0.473, -0.455, -0.140, -0.127, -0.513, 0.332, -0.124, -0.713, -0.483, -0.118, -0.214, 0.059, -0.568, -0.127, -0.185, 0.236, -0.124, 0.377, 0.059, 0.183, -0.111, 0.257, -0.111, 0.442, -0.095, -0.732, -0.302, 0.369, 0.420, 0.427, 0.235, 0.042, 0.336, -0.210, 0.407, -0.710, 1.072, -0.674, -0.185, 0.043, 0.406, -0.117, -0.182],
  "multiplicity": 1,
  "e_above_lowest_ev": 0.000,
  "homo_energy_ev": -9.663,
  "gap_ev": 9.76,
  "smiles": "O=S1(=O)CCCC1.BrCCBr.BrCCBr.BrCCBr.BrCCBr.BrCCBr.BrCCBr.BrCCBr.BrCCBr.BrCCBr",
  "energy_ev": -1299223.5560,
  "fmax_ev_per_a": 2.706
}

Please write out number 1 again, unchanged.
{
  "formula": "C4H10NO3",
  "method": "ωB97M-V/def2-TZVPD",
  "elements": ["H", "H", "N", "H", "H", "H", "H", "H", "C", "O", "O", "C", "C", "C", "H", "H", "H", "O"],
  "positions_angstrom": [[0.666, 1.242, 1.852], [0.026, -1.056, -0.881], [0.728, 0.521, 1.158], [-0.518, 2.635, -0.165], [-1.236, 1.657, -1.372], [0.795, -0.360, 1.659], [-1.668, -0.632, -0.998], [-1.379, 0.802, 1.060], [-0.539, 0.534, 0.404], [1.503, 2.594, -1.651], [0.943, -3.053, 1.080], [-0.417, 1.659, -0.638], [0.895, 1.579, -1.400], [-0.868, -0.819, -0.241], [1.053, -3.570, 0.272], [0.083, -2.488, 0.934], [1.172, 0.554, -1.687], [-1.241, -1.801, 0.615]],
  "mulliken_charge": [0.201, 0.155, -0.658, 0.282, 0.359, 0.234, 0.266, 0.221, 0.534, -0.554, -0.765, -0.732, 0.144, -0.829, 0.235, 0.414, 0.332, -0.840],
  "multiplicity": 1,
  "e_above_lowest_ev": 2.395,
  "homo_energy_ev": -3.688,
  "gap_ev": 7.52,
  "energy_ev": -11943.0023,
  "fmax_ev_per_a": 1.844,
  "total_charge": -1
}